(1)
{"formula": "C4H8S2Si", "method": "ωB97M-V with the def2-TZVPD basis set", "elements": ["H", "Si", "H", "S", "H", "H", "C", "S", "C", "H", "H", "C", "C", "H", "H"], "positions_angstrom": [[-0.037228, 1.755695, 3.461475], [-0.068638, 0.197152, -0.329810], [0.710212, -2.195302, -0.525529], [-0.809881, 0.331605, 1.779477], [-1.934076, -1.231713, -1.212311], [1.468762, 3.395937, 1.881310], [0.096771, 1.676812, 2.382975], [0.818685, 2.052039, -0.774659], [-1.616348, -0.203705, -1.361108], [1.635846, -1.333890, 0.692937], [1.978456, -1.080586, -1.008739], [1.179843, -1.243630, -0.290742], [0.839544, 2.550890, 1.785347], [-2.450752, 0.444079, -1.100448], [-1.410978, -0.069554, -2.419628]], "atomic_forces_ev_per_a": [[0.2, 0.3, 0.1], [0.0, -0.4, 0.3], [-0.2, -0.1, 0.0], [-0.2, -0.2, -0.4], [0.0, -0.2, 0.1], [0.3, 0.4, 0.1], [-0.3, -0.3, 0.2], [-0.1, 0.5, 2.7], [0.5, 0.2, 0.3], [0.0, 0.1, 0.1], [0.1, 0.1, -0.2], [-0.4, 0.4, -0.1], [-0.1, -0.9, -3.0], [0.1, 0.1, 0.1], [0.1, 0.0, -0.2]], "charge": 0, "gap_ev": [7.74, 7.73], "mol_weight_g_mol": 148.33, "e_above_lowest_kj_mol": 238.9, "homo_energy_ev": [-8.783, -8.783], "max_force_ev_per_a": 3.140}

=====

(2)
{"formula": "C8H7O3S", "method": "ωB97M-V with the def2-TZVPD basis set", "elements": ["C", "C", "O", "H", "O", "H", "H", "C", "H", "H", "H", "C", "C", "C", "H", "O", "C", "C", "S"], "positions_angstrom": [[1.779291, 1.235434, -0.118728], [-1.167774, -0.801023, -0.998604], [1.739991, 0.697023, 1.196323], [0.642869, 1.658539, -1.598275], [3.798053, -0.555863, -0.649215], [-2.582364, 0.679084, -1.336157], [-2.734609, -2.332369, 1.844492], [1.774140, -0.201781, 0.203377], [-3.849527, -0.155544, 1.007557], [0.446904, 2.852672, -0.070647], [2.611244, 1.803070, -0.403313], [-3.026622, -0.614814, 0.482651], [-2.507486, -1.782256, 0.924598], [-2.217821, -0.041458, -0.645663], [-0.261107, 1.308619, -0.118335], [3.022570, -2.255625, 0.666760], [0.491518, 1.878180, -0.503737], [3.088278, -1.182435, 0.112973], [-1.047544, -2.189462, 0.003938]], "atomic_forces_ev_per_a": [[-2.8, -0.1, -0.3], [2.0, -0.8, -0.7], [0.5, -2.1, 0.8], [-1.3, 1.3, 0.5], [0.5, 0.7, 0.3], [-0.3, 1.1, 0.0], [-0.2, 0.2, -0.5], [1.0, 3.0, 0.7], [-0.3, 0.2, -0.2], [0.0, 1.1, -0.6], [1.7, 0.1, -0.1], [1.0, 0.5, -0.9], [1.0, -0.6, 0.5], [-2.0, -1.4, 1.6], [-2.2, -1.4, 0.6], [0.5, 0.5, 0.3], [2.9, -0.4, -1.9], [-1.0, -2.5, -0.5], [-0.9, 0.7, 0.6]], "charge": -1, "gap_ev": [5.53, 5.53], "mol_weight_g_mol": 183.21, "e_above_lowest_kj_mol": 569.9, "homo_energy_ev": [-3.554, -3.556], "max_force_ev_per_a": 3.522}

=====

(3)
{"formula": "C11H11Cl33", "method": "ωB97M-V with the def2-TZVPD basis set", "elements": ["C", "C", "C", "Cl", "Cl", "Cl", "Cl", "C", "Cl", "Cl", "Cl", "Cl", "C", "Cl", "Cl", "Cl", "Cl", "Cl", "H", "C", "Cl", "C", "Cl", "H", "Cl", "H", "Cl", "H", "Cl", "C", "Cl", "Cl", "Cl", "C", "Cl", "Cl", "H", "H", "Cl", "Cl", "H", "Cl", "Cl", "Cl", "C", "Cl", "H", "H", "H", "C", "Cl", "Cl", "H", "Cl", "Cl"], "positions_angstrom": [[-17.566849, -9.849196, -7.333167], [-9.672253, -10.838357, -9.918477], [-9.945184, -6.327360, -13.108569], [-15.643725, -8.464577, -10.582624], [-10.138628, -4.551967, -13.114965], [-11.026497, -9.689545, -10.129631], [-9.123372, -17.122558, -7.094490], [-15.943561, -7.124259, -11.785543], [-17.344739, -6.188168, -11.191863], [-12.975030, -10.234518, -13.660809], [-18.691623, -8.913596, -13.305081], [-12.092052, -18.510801, -12.212083], [-17.797718, -10.449869, -13.410532], [-10.415213, -10.320558, -17.949038], [-13.926070, -9.364029, -16.983632], [-9.419383, -10.515673, -15.145270], [-11.760907, -7.842123, -15.734757], [-9.426491, -15.034151, -9.059029], [-13.455034, -12.537941, -14.005310], [-13.084565, -11.942635, -13.170765], [-11.295034, -7.259406, -12.415818], [-16.327608, -14.631218, -15.041616], [-16.175745, -14.656962, -13.265879], [-8.263966, -9.746281, -17.180242], [-18.141846, -8.364285, -8.154134], [-13.489614, -7.146981, -17.188926], [-18.753270, -10.322843, -6.071737], [-17.117986, -15.230901, -15.493034], [-17.278434, -11.191072, -8.462399], [-8.983871, -10.515954, -16.901965], [-9.560522, -11.356212, -8.272082], [-10.781782, -15.951864, -12.272856], [-8.063819, -11.956927, -17.216174], [-11.945062, -16.937542, -11.386108], [-13.525440, -16.119307, -11.436701], [-14.080895, -12.353704, -11.772606], [-9.880773, -11.690278, -10.565669], [-7.556847, -16.130181, -8.365762], [-14.475258, -6.084580, -11.781544], [-16.939954, -13.118012, -15.562882], [-9.698548, -6.633635, -14.125171], [-14.709260, -15.005629, -15.763262], [-14.694992, -7.163363, -15.177887], [-8.537118, -6.813586, -12.132814], [-8.577921, -16.450755, -8.572470], [-16.426349, -10.088680, -14.481960], [-18.427304, -11.239777, -13.820130], [-16.669762, -9.563058, -6.784106], [-11.645937, -17.215862, -10.375592], [-13.454218, -7.809900, -16.324407], [-8.112021, -10.076041, -10.310723], [-17.237681, -11.100657, -11.853855], [-16.305667, -7.496547, -12.743871], [-11.445618, -12.505840, -12.793926], [-8.632745, -17.830468, -9.720834]], "atomic_forces_ev_per_a": [[-0.6, 0.4, 0.4], [-0.1, 0.7, -0.3], [0.5, -0.3, 0.5], [0.0, 0.7, -1.1], [-0.2, -0.7, 0.1], [0.4, -0.4, 0.0], [-0.8, -0.1, 1.6], [0.0, 0.2, 1.8], [0.2, 0.1, -0.1], [-0.4, -0.5, 0.5], [-0.2, -0.5, 0.5], [0.0, -0.1, 0.0], [0.3, 0.1, 0.0], [0.5, -0.2, 0.4], [-0.1, -0.3, 0.2], [0.1, 0.4, -1.0], [-1.0, 0.1, -0.1], [-0.6, 0.4, -0.4], [0.1, 0.3, 0.1], [0.4, -0.3, 0.0], [0.0, 0.8, -0.7], [0.5, -0.5, -0.1], [-0.4, -0.4, -0.7], [-0.6, 0.4, 0.6], [0.2, -0.7, 0.2], [0.2, 0.1, 0.4], [0.3, 0.0, -0.4], [0.7, -1.2, 0.8], [0.0, 0.6, 0.5], [0.0, 0.3, 0.3], [-0.3, -0.5, 0.8], [0.1, -0.1, 0.4], [0.0, -0.9, -0.4], [-0.5, -0.5, -0.8], [0.4, -0.2, 0.4], [-0.1, 0.7, -0.1], [0.3, 0.2, 0.1], [0.0, -0.3, -0.6], [-0.9, -0.6, -0.5], [0.0, 1.7, -0.5], [-0.5, 0.0, 0.2], [-0.9, 0.1, 0.3], [1.1, -0.4, -0.4], [0.3, 0.4, -0.1], [1.2, -0.7, -0.2], [0.0, -0.3, 0.2], [0.1, 0.4, -0.2], [0.0, -0.3, -0.4], [0.1, 0.7, -0.1], [-0.2, 0.7, -0.5], [-0.3, -0.1, -0.5], [-0.5, 0.4, -0.5], [0.9, -0.2, 0.0], [0.3, -0.1, -0.2], [0.2, 0.8, -0.4]], "charge": 0, "gap_ev": 10.77, "mol_weight_g_mol": 1313.16, "e_above_lowest_kj_mol": 145.4, "homo_energy_ev": -10.591, "max_force_ev_per_a": 1.807}